DFT (wB97M-V/def2-TZVPD) results for a cluster of 2 separate species, C4H9O in total.

Last column: Löwdin charge in e.
Cartesian coordinates (Å):
C 0.33995 -1.50831 -0.86040  -0.60
O 0.58768 -0.29043 -0.30176  -0.37
C -0.71014 -1.41655 -1.96588  -0.17
H -0.06943 -2.31292 -0.18963  0.06
H 1.29383 -1.95597 -1.22038  0.06
H -0.84768 -2.32606 -2.56825  0.04
H -0.40234 -0.61932 -2.66100  0.05
H -1.65343 -1.07750 -1.52502  0.05
C 0.70839 1.55191 1.61103  -0.12
C -0.17899 2.33414 2.20261  -0.12
H 1.20963 1.77658 0.67734  0.04
H 0.91402 0.53107 1.90206  0.04
H -0.45144 3.31503 1.83024  0.02
H -0.74005 1.99834 3.06905  0.02

Atoms 1-3, force components in eV/Å:
0.3023 0.5825 0.4553
-0.2511 -0.6790 0.0326
0.2050 0.5450 -0.7920

Its HOMO energy is -2.3 eV. The value obtained for the energy relative to the best compared isomer or geometry (same formula, charge and spin) is 94.4 kJ/mol. Its total charge is -1. The calculated total energy is -6339.7908 eV.

DFT (wB97M-V/def2-TZVPD) results for the ion C4H9O2 with charge -1 at a distorted geometry.

Last column: Löwdin charge in e.
Cartesian coordinates (Å):
O -0.16284 1.07614 -1.84106  -0.37
C 0.53958 -0.05866 -1.85982  -0.51
C -0.04797 -1.04705 -0.62929  -0.21
C 0.11574 -0.50998 0.78820  -0.23
C -0.60270 0.83224 1.01514  -0.25
O -0.44859 1.18772 2.42734  -0.13
H 1.65106 0.01766 -1.75348  0.07
H 0.16690 -0.62540 -2.74792  0.06
H 0.19382 -2.12706 -0.70628  0.07
H -1.07411 -1.01321 -1.00787  0.07
H 1.16836 -0.32221 0.96992  0.09
H -0.16722 -1.21996 1.57879  0.09
H -0.12647 1.57428 0.38212  0.09
H -1.67504 0.79170 0.84841  0.11
H 0.46947 1.44379 2.53578  0.05

Atoms 1-3, force components in eV/Å:
0.5916 0.8282 0.2472
-2.0468 -0.8583 1.3492
0.1114 0.2261 -1.5719

Its HOMO energy is -2.2 eV. The value obtained for the energy relative to the best compared isomer or geometry (same formula, charge and spin) is 263.8 kJ/mol. Its total charge is -1. The calculated total energy is -8387.7581 eV.

DFT (wB97M-V/def2-TZVPD) results for a cluster of 2 separate species, C4H9O2 in total.

Last column: Löwdin charge in e.
Cartesian coordinates (Å):
C 0.34990 -2.44597 -0.17368  -0.17
C 1.23712 -2.46423 1.08204  -0.17
H -0.71827 -2.65200 -0.08167  0.06
H 0.28076 -1.43471 -0.58607  0.03
H 0.82851 -3.10554 -0.89491  0.05
H 0.84949 -2.99329 1.94755  0.05
H 1.43511 -1.43937 1.39857  0.06
H 2.20520 -2.89803 0.83169  0.05
C -1.34902 0.80034 0.47549  -0.06
C -0.30757 1.53322 -0.38989  -0.80
O -0.05681 2.71055 -0.01529  -0.13
O 0.16174 0.91205 -1.37965  -0.12
H -2.29402 1.31955 0.31963  0.06
H -1.09979 0.80286 1.54036  0.05
H -1.38072 -0.25504 0.20648  0.03

Atoms 1-3, force components in eV/Å:
0.0516 0.5054 -0.1512
-0.1143 0.5284 -0.0568
0.1619 -0.6928 0.4929

Its HOMO energy is -3.8 eV. The value obtained for the energy relative to the best compared isomer or geometry (same formula, charge and spin) is 31.2 kJ/mol. Its total charge is -1. The calculated total energy is -8390.1681 eV.